Record 1
Density functional theory data (wB97M-V/def2-TZVPD) for a molecular structure, C23H58InN2O9 in a non-equilibrium geometry.

```
93
Properties=species:S:1:pos:R:3:forces:R:3
C -9.811960 0.020573 11.014295 -0.3 0.2 -0.5
C -9.113962 0.626883 9.751421 -0.6 -0.4 -0.2
C -8.063778 -0.323051 9.119589 0.2 0.6 1.1
C -6.798515 -0.556911 10.000892 0.5 -1.0 0.0
N -6.132597 -1.874484 9.814460 -0.3 0.7 -0.2
In -5.834157 -2.543430 7.792014 0.3 -0.5 -0.8
C -3.771989 -1.995252 6.992648 -0.5 0.5 0.6
N -3.922974 -1.394299 5.617799 0.3 -0.7 0.5
H -10.805241 -0.355593 10.714760 0.3 0.0 0.2
H -9.261757 -0.834951 11.427134 0.0 0.4 0.0
H -10.007431 0.778283 11.788087 0.3 -0.3 -0.1
H -9.919627 0.745468 9.002366 0.4 0.2 0.2
H -8.743476 1.647628 9.936847 0.2 -0.4 0.1
H -8.556502 -1.294402 8.966493 0.2 0.2 -0.2
H -7.719169 0.089798 8.166262 -0.3 -0.3 0.0
H -6.016564 0.189408 9.767302 -0.5 0.1 0.1
H -7.026764 -0.450543 11.081422 -0.1 0.2 -0.4
H -6.614460 -2.566250 10.375133 -0.1 0.0 -0.1
H -7.049925 -1.898129 6.612432 0.2 0.1 0.3
H -5.953756 -4.351747 7.636517 0.0 0.2 0.3
H -3.309304 -1.241854 7.670689 0.1 -0.5 -0.2
H -3.118186 -2.883671 6.977177 -0.3 0.3 -0.1
H -3.056221 -1.548898 5.112019 0.0 0.4 -0.1
H -4.028245 -0.403993 5.790103 0.0 0.1 -0.4
C 2.372894 -0.565002 0.287981 -0.1 -0.2 0.0
O 1.311242 -1.470834 0.491150 -0.1 0.2 0.0
C 1.186106 -1.842582 1.856761 -0.1 -0.3 -0.4
C -0.182099 -2.441942 2.123388 0.0 0.1 0.3
O -1.199863 -1.465037 2.296643 0.1 0.0 -0.2
C -1.654303 -0.819215 1.114641 -0.2 0.0 0.2
C -2.536381 -1.700725 0.251185 0.3 0.1 -0.2
O -1.742931 -2.563932 -0.552919 0.0 -0.1 0.1
C -2.493952 -3.639989 -1.067142 0.1 0.1 0.0
H 3.325280 -1.003624 0.604562 0.1 0.1 0.0
H 2.425198 -0.339474 -0.776462 0.0 -0.1 0.0
H 2.189957 0.368662 0.832023 0.1 0.0 0.1
H 1.333313 -0.969394 2.502296 0.0 0.0 0.1
H 1.960381 -2.589960 2.075461 0.0 0.0 0.2
H -0.133717 -2.971883 3.077126 0.0 0.1 0.0
H -0.458735 -3.171178 1.360696 0.1 0.1 -0.2
H -0.821867 -0.400482 0.546815 0.0 -0.2 -0.2
H -2.261830 0.017403 1.466446 0.0 -0.1 0.0
H -3.137651 -1.072077 -0.418413 -0.1 0.0 0.1
H -3.203259 -2.287482 0.892783 0.0 0.1 0.0
H -2.877542 -4.266208 -0.254443 -0.1 0.0 0.0
H -1.834632 -4.243941 -1.689230 0.0 0.1 0.0
H -3.326274 -3.276979 -1.680806 -0.1 -0.1 0.0
C 9.295568 0.199173 -3.907070 -0.1 -0.1 -0.1
O 8.222305 -0.694482 -3.711076 -0.1 0.2 0.0
C 8.088931 -1.071122 -2.348339 -0.1 -0.2 -0.4
C 6.712635 -1.654981 -2.090419 0.0 0.1 0.3
O 5.705706 -0.665066 -1.917084 0.1 0.0 -0.2
C 5.268168 -0.010626 -3.102103 -0.2 0.0 0.2
C 4.381553 -0.879612 -3.974140 0.3 0.1 -0.3
O 5.170568 -1.749352 -4.771586 0.0 -0.1 0.1
C 4.410864 -2.815949 -5.296484 0.1 0.1 0.0
H 10.242247 -0.251893 -3.589923 0.1 0.1 0.0
H 9.351485 0.428052 -4.970226 0.0 -0.1 0.0
H 9.124359 1.132270 -3.358792 0.1 0.0 0.1
H 8.244626 -0.202892 -1.697915 0.0 0.0 0.1
H 8.852816 -1.828972 -2.130515 0.0 0.0 0.2
H 6.750561 -2.190451 -1.139185 0.0 0.1 0.0
H 6.430070 -2.376637 -2.857946 0.1 0.1 -0.2
H 6.110881 0.399258 -3.661024 0.0 -0.2 -0.2
H 4.669010 0.834458 -2.753743 0.0 -0.1 0.0
H 3.793977 -0.242190 -4.648188 -0.2 0.1 0.1
H 3.701354 -1.460036 -3.339910 0.0 0.1 0.0
H 4.011943 -3.439586 -4.489145 -0.1 0.0 0.0
H 5.068794 -3.425945 -5.913485 0.0 0.1 0.0
H 3.589274 -2.441440 -5.917012 -0.1 -0.1 0.0
C -0.595373 6.429588 -6.794587 0.2 -0.1 0.1
O 0.196695 5.427238 -6.196950 -0.1 -0.1 -0.2
C -0.596276 4.432260 -5.565481 0.4 0.2 0.1
C 0.220122 3.176944 -5.323384 -0.3 -0.1 0.0
O 0.339638 2.352107 -6.477670 0.1 0.2 0.0
C 1.241381 2.806679 -7.479921 0.0 -0.3 0.0
C 2.699306 2.621901 -7.103817 0.0 0.5 0.0
O 3.133214 3.680845 -6.264139 -0.1 -0.1 0.2
C 4.327472 3.358955 -5.588039 -0.1 0.1 -0.1
H -1.224948 6.926387 -6.048449 -0.1 0.0 -0.1
H 0.073518 7.164981 -7.239097 0.0 0.0 0.1
H -1.220866 6.004070 -7.587259 -0.1 0.0 0.0
H -1.464943 4.188334 -6.187519 0.0 -0.1 0.0
H -0.940433 4.833726 -4.603712 -0.2 -0.1 0.0
H -0.315707 2.567049 -4.592949 0.0 0.0 -0.1
H 1.198039 3.408098 -4.899138 0.0 0.2 -0.1
H 1.027407 3.836907 -7.767538 0.2 0.1 0.1
H 1.038538 2.176702 -8.349141 0.0 0.0 0.0
H 3.316129 2.635083 -8.011709 0.0 -0.2 -0.1
H 2.825181 1.658838 -6.594486 0.0 0.0 0.0
H 4.173381 2.500727 -4.923913 0.1 -0.1 0.0
H 4.617644 4.216853 -4.983649 0.0 0.0 0.0
H 5.130413 3.139044 -6.300543 0.1 -0.1 0.1
```
Positions in Å, forces in eV/Å.

The value obtained for the HOMO-LUMO gap is 5.13 eV. As for the charge: -1. The value obtained for the maximum force is 1.265 eV Å⁻¹.

***

Record 2
Density functional theory data (wB97M-V/def2-TZVPD) for a molecular structure, C23H58N7NbO16PS in a non-equilibrium geometry.

```
107
Properties=species:S:1:pos:R:3:forces:R:3
C 1.127665 -4.400039 1.493638 0.3 0.4 -0.6
C 2.648257 -4.555734 1.331157 -0.4 0.0 0.8
C 3.360055 -3.251267 1.035123 0.2 -0.1 -0.4
C 3.011477 -2.652581 -0.326769 0.2 0.4 0.0
C 4.210597 -1.965531 -0.975074 -0.1 -0.2 0.1
C 4.872288 -0.871165 -0.126091 0.2 0.1 -0.1
C 4.942428 0.486605 -0.826011 0.0 -0.3 -0.2
C 3.629238 1.005381 -1.423507 0.0 0.5 0.3
C 3.033157 2.230397 -0.701688 0.1 0.1 -0.3
C 1.497952 2.215179 -0.606964 1.0 -0.3 1.3
Nb 0.650255 1.151811 1.197176 -1.3 1.8 -2.4
C -1.429491 2.038728 1.103496 -0.3 -1.6 0.5
C -2.569762 1.141781 1.611844 0.0 0.8 0.5
C -3.977605 1.748761 1.460892 0.0 -0.3 -0.4
C -4.857652 1.115307 0.364774 0.4 0.6 0.6
O -4.187168 0.161182 -0.479803 -0.9 -0.8 -0.3
C -4.270948 -1.123251 -0.072494 0.6 -0.2 2.4
C -4.309803 -2.135770 -1.181935 0.6 0.3 0.1
O -4.252064 -1.440094 1.123505 -0.6 0.6 -2.3
P 0.318082 0.172860 3.595718 0.7 0.1 0.1
S -0.948075 -1.358804 3.612474 -0.3 -0.2 0.0
H 0.843952 -4.315694 2.533440 -0.2 -0.1 0.2
H 0.810020 -3.471591 1.026799 -0.2 0.2 -0.1
H 0.587589 -5.194637 0.990221 -0.2 -0.3 0.2
H 2.881651 -5.315618 0.590152 0.1 0.0 -0.3
H 3.042618 -4.927228 2.277077 0.1 -0.2 0.1
H 3.162795 -2.513099 1.807833 -0.1 0.0 0.2
H 4.433236 -3.443719 1.076785 0.2 0.0 0.0
H 2.647450 -3.433468 -0.992768 -0.1 -0.2 -0.1
H 2.221310 -1.914196 -0.219691 -0.3 0.0 0.1
H 4.940233 -2.744461 -1.194949 0.2 -0.1 -0.1
H 3.917899 -1.543338 -1.933124 -0.1 0.0 -0.2
H 5.893759 -1.186951 0.074113 0.2 0.1 0.2
H 4.403002 -0.740198 0.842278 -0.4 -0.1 0.1
H 5.680634 0.384273 -1.621786 0.1 0.1 -0.2
H 5.334008 1.230834 -0.137872 0.1 0.1 0.2
H 2.867409 0.232180 -1.470224 0.0 -0.3 0.0
H 3.842384 1.329609 -2.437296 -0.2 -0.2 -0.2
H 3.362308 3.107369 -1.264742 0.0 0.2 0.0
H 3.468700 2.337485 0.285880 0.0 -0.1 0.2
H 1.143217 3.241007 -0.515375 -0.3 0.2 -0.1
H 1.101618 1.762875 -1.515976 -0.4 -0.1 0.0
H 1.433808 2.557793 2.121666 0.5 -0.2 0.2
H 2.217119 0.183541 1.304869 -0.4 -0.6 0.3
H 0.043603 -0.324717 0.276449 0.3 -0.3 -0.1
H -1.645012 2.342096 0.076505 0.3 0.1 -0.2
H -1.416808 2.922488 1.745348 0.3 0.4 -0.1
H -2.508179 0.149115 1.198551 0.0 -0.2 -0.1
H -2.409710 1.023871 2.678167 0.0 -0.3 0.2
H -4.526068 1.678625 2.394899 -0.1 -0.1 0.2
H -3.875208 2.806131 1.240033 0.0 0.3 0.0
H -5.733623 0.667339 0.821334 0.0 -0.5 0.0
H -5.229438 1.885793 -0.292885 0.1 0.0 -0.4
H -4.106505 -1.672633 -2.138133 -0.1 0.1 -0.2
H -5.255601 -2.663140 -1.192525 -0.3 0.0 0.0
H -3.538538 -2.868403 -0.974532 0.1 -0.2 0.0
H 1.558691 -0.283750 4.083502 0.0 0.3 0.3
H -0.018072 1.178074 4.533138 0.1 -0.2 0.2
C -5.080473 -4.115006 2.262678 -0.1 -0.1 0.0
N -5.528105 -5.478693 1.866945 0.1 0.2 0.0
O -5.697152 -5.700759 0.685995 -0.1 0.0 -0.2
O -5.700293 -6.289374 2.751089 0.0 -0.2 0.2
H -4.967622 -3.511552 1.379542 0.0 0.1 -0.1
H -5.834956 -3.700988 2.925733 0.1 -0.1 0.1
H -4.131058 -4.219399 2.776972 0.0 0.0 0.1
C -3.883357 -3.082474 5.625438 0.1 0.0 0.0
N -5.130333 -2.327132 5.926328 0.2 -0.1 -0.1
O -5.124638 -1.570425 6.868079 0.0 0.2 0.2
O -6.083556 -2.527528 5.201688 -0.2 0.0 -0.1
H -3.127036 -2.806788 6.348793 0.0 0.1 0.0
H -4.126519 -4.139324 5.690254 -0.1 0.0 -0.1
H -3.571934 -2.813589 4.620231 0.0 0.1 0.0
C 2.865349 0.801808 -6.076609 -0.1 -0.1 -0.1
N 3.978216 0.963179 -5.103101 -0.1 -0.1 0.0
O 4.688385 0.006817 -4.890257 0.2 -0.2 0.0
O 4.087241 2.046533 -4.577484 0.1 0.3 -0.1
H 2.888347 -0.211910 -6.456514 0.0 0.0 0.0
H 1.940927 1.004671 -5.544867 0.0 0.1 0.0
H 3.020569 1.527101 -6.868811 0.0 0.1 0.0
C -8.982474 1.644674 -0.859177 0.1 -0.1 0.0
N -8.463907 3.009215 -0.567172 -0.1 -0.2 0.0
O -7.330013 3.103939 -0.169343 0.2 0.2 0.1
O -9.225527 3.937097 -0.749492 -0.2 0.2 -0.1
H -8.195681 0.930208 -0.649712 0.0 0.0 0.0
H -9.845562 1.482647 -0.221506 -0.1 0.0 0.0
H -9.267291 1.624016 -1.906391 -0.1 0.0 0.0
C 8.790015 1.935078 -1.933999 -0.2 0.2 -0.2
N 8.434701 1.787493 -0.501238 0.0 0.1 -0.2
O 8.515414 2.768523 0.212293 0.1 0.1 0.1
O 8.101911 0.687387 -0.132765 0.0 -0.3 0.2
H 9.074054 2.964990 -2.113071 0.0 0.0 0.1
H 9.616072 1.259542 -2.112076 -0.2 0.0 -0.1
H 7.919158 1.659824 -2.523457 0.0 -0.1 0.1
C 11.833066 0.876067 0.747322 0.1 0.0 0.1
N 12.290702 1.180026 -0.637172 -0.1 0.0 0.2
O 13.368334 1.704518 -0.783684 0.2 0.1 0.0
O 11.532853 0.878326 -1.536050 0.2 -0.1 -0.1
H 12.603222 1.197307 1.436915 0.0 0.0 0.0
H 10.904180 1.415880 0.911465 0.0 -0.1 0.0
H 11.667202 -0.194883 0.804996 -0.1 0.0 0.0
C -10.499062 5.611759 -3.574964 0.2 0.0 0.2
N -10.294101 5.229103 -4.999010 0.0 0.0 0.2
O -9.294653 4.608770 -5.280854 0.2 -0.1 0.0
O -11.152718 5.565516 -5.784267 -0.2 0.1 -0.1
H -9.662129 5.248767 -2.991387 0.0 0.0 0.0
H -10.565840 6.694126 -3.535627 -0.1 0.0 0.0
H -11.429112 5.157556 -3.249274 -0.1 0.1 0.0
```
Positions in Å, forces in eV/Å.

The value obtained for the HOMO-LUMO gap is 5.91 eV. As for the charge: -1. The value obtained for the maximum force is 3.290 eV Å⁻¹.

***

Question: What is the formula in the first record?
Answer: C23H58InN2O9